1.
124
Properties=species:S:1:pos:R:3:forces:R:3 method="wB97M-V/def2-TZVPD" energy_ha=-4238.50812 spin_multiplicity=1 smiles="CCCOC[C@@H](CCC(F)=C(F)F)O[C@](Cl)(CCC(F)(F)C(F)(F)S(F)(F)(F)(F)F)CNc1ccccc1.c1ccccc1.c1ccccc1.c1ccccc1.c1ccccc1.c1ccccc1"
C 0.152507 9.493674 -1.389019 -0.31 -0.11 -0.28
C 1.529050 9.282111 -2.224346 -0.55 0.20 1.50
C 2.358880 8.138339 -1.458579 -0.34 1.23 0.80
O 3.415320 7.529990 -2.235003 -1.55 -0.60 -0.10
C 2.920651 6.568291 -3.187676 -0.24 -0.36 -1.35
C 3.144889 5.016565 -2.717436 2.65 0.94 0.81
C 3.385817 4.874574 -1.125542 0.19 0.23 0.54
C 4.916829 5.256299 -0.695771 0.12 0.06 -0.38
C 5.569007 4.197643 0.294133 -0.12 1.34 2.51
F 6.223469 3.018352 -0.166520 -1.80 2.56 0.91
C 5.522510 4.456759 1.680804 0.47 -1.26 -2.03
F 5.078591 5.709342 2.186154 1.13 -3.75 -0.71
F 5.939545 3.446206 2.593135 -1.13 3.34 -1.72
O 2.265521 4.073113 -3.324035 -0.77 1.05 0.84
C 0.980294 3.864467 -2.774118 -1.23 -2.84 -1.32
Cl 0.141319 5.223962 -1.898744 0.88 -0.47 -0.17
C 0.973918 2.457242 -1.936497 -0.51 0.07 -0.31
C -0.275747 2.288388 -0.954972 0.01 -1.25 0.61
C 0.059878 2.591321 0.607080 -1.16 1.26 -3.14
F 1.093804 3.561725 0.613019 -1.92 -2.02 1.04
F -1.156428 3.157155 1.136450 3.17 -1.39 -0.26
C 0.436646 1.188273 1.273577 -1.49 -1.78 -1.31
F 1.263742 0.364579 0.438720 -2.02 2.56 1.79
F -0.800903 0.484089 1.439324 3.20 1.77 -0.85
S 1.287092 1.265597 2.941457 0.31 -1.95 4.18
F 1.825008 -0.331857 2.736338 -0.46 2.79 0.22
F 2.703191 1.884675 2.326036 -2.59 -0.87 0.78
F 0.659233 2.756587 3.331849 1.52 -2.04 -1.30
F -0.101740 0.587574 3.649688 2.31 1.27 -0.64
F 1.991280 1.225090 4.455118 -0.96 0.27 -2.61
C 0.025290 3.552143 -4.073133 0.84 0.86 -0.55
N -1.420134 3.467250 -3.736845 -0.17 0.70 -1.24
C -2.258150 4.404518 -4.491525 -3.10 1.11 -2.42
C -2.263589 5.942681 -4.360498 -1.90 -0.83 -1.82
C -3.227252 6.866425 -5.174390 -0.49 -3.94 -0.60
C -4.267669 6.256551 -6.163832 3.13 -2.36 2.48
C -4.242806 4.703889 -6.306841 1.69 1.58 2.09
C -3.281171 3.779652 -5.499837 -0.50 4.18 -0.02
H 0.329940 9.575578 -0.260346 -0.03 -0.09 -1.60
H -0.577754 8.618439 -1.538275 1.16 1.14 0.14
H -0.410727 10.438033 -1.712284 0.93 -1.30 0.39
H 1.290513 9.043762 -3.314250 0.50 0.33 1.49
H 2.113151 10.260553 -2.100381 -0.73 -1.43 -0.71
H 2.878705 8.662294 -0.566763 -0.72 -0.92 -1.43
H 1.615628 7.403296 -0.996824 1.10 0.61 -0.87
H 3.538763 6.722401 -4.154368 -0.91 -0.30 1.58
H 1.827433 6.762717 -3.509601 1.60 -0.33 0.82
H 4.193677 4.781912 -3.157610 -1.91 -0.02 0.52
H 2.667950 5.563606 -0.549210 1.14 -1.15 -0.85
H 3.224821 3.820841 -0.722547 -0.03 1.31 -0.96
H 5.585450 5.382827 -1.621747 -0.96 -0.36 1.34
H 4.876799 6.300867 -0.205841 0.33 -1.91 -0.56
H 1.970315 2.235886 -1.431216 -1.40 0.56 -0.55
H 0.857377 1.643468 -2.751292 0.30 1.34 1.34
H -0.593049 1.176563 -1.015852 0.42 1.80 0.20
H -1.204757 2.887497 -1.222155 1.52 -0.53 0.26
H 0.181147 4.419736 -4.807729 -0.18 -1.15 1.13
H 0.391261 2.606809 -4.630207 -0.43 1.42 1.13
H -1.782288 2.498314 -3.826652 0.31 1.19 -0.09
H -1.562157 6.466541 -3.636336 -0.99 -0.97 -1.10
H -3.188101 7.990538 -5.004617 0.01 -1.77 -0.23
H -5.000309 6.917388 -6.741356 1.27 -1.21 0.95
H -5.004059 4.248096 -7.021375 1.28 0.52 1.13
H -3.389473 2.660981 -5.678601 0.39 1.67 0.44
C -3.474903 6.185030 5.148901 0.05 -0.08 -0.01
C -2.689797 6.239671 4.001408 0.02 -0.05 0.05
C -1.831062 5.188740 3.694206 -0.06 0.00 0.09
C -1.764578 4.077856 4.530176 -0.08 0.03 0.04
C -2.552513 4.021715 5.675750 -0.02 0.09 -0.05
C -3.404498 5.076742 5.987758 0.05 0.01 -0.09
H -4.141903 7.006153 5.389880 0.05 -0.07 -0.02
H -2.746697 7.102799 3.346065 0.01 -0.07 0.06
H -1.214199 5.234496 2.802979 -0.06 -0.02 0.06
H -1.099308 3.256817 4.288471 -0.28 0.17 0.13
H -2.501763 3.154793 6.326609 0.00 0.08 -0.06
H -4.014532 5.035007 6.883751 0.04 0.00 -0.07
C 1.495975 -3.514052 2.059331 -0.02 -0.08 -0.04
C 1.249964 -4.226399 3.229016 -0.02 -0.05 -0.05
C 1.148596 -5.613619 3.191419 0.08 0.03 -0.09
C 1.303089 -6.289808 1.984618 0.12 0.06 0.04
C 1.552898 -5.577814 0.815511 0.00 0.02 0.04
C 1.645114 -4.189839 0.851607 -0.04 -0.06 0.10
H 1.571455 -2.433413 2.088292 -0.02 -0.16 -0.01
H 1.136221 -3.699599 4.170840 0.00 -0.04 -0.09
H 0.949969 -6.168330 4.102570 0.01 0.04 -0.06
H 1.228676 -7.372262 1.956006 -0.01 0.07 -0.01
H 1.674909 -6.105438 -0.125094 -0.02 0.04 0.08
H 1.834377 -3.634569 -0.060887 0.00 -0.04 0.07
C 3.008617 -9.555577 3.664155 -0.02 -0.07 -0.01
C 2.762476 -10.267828 4.833861 -0.01 -0.04 -0.06
C 2.660838 -11.654996 4.796234 0.03 0.04 -0.09
C 2.815150 -12.331100 3.589464 0.00 0.10 0.02
C 3.064958 -11.619049 2.420432 -0.02 0.03 0.06
C 3.157499 -10.231169 2.456537 -0.02 -0.04 0.09
H 3.084523 -8.473382 3.693212 0.01 -0.08 -0.01
H 2.648935 -9.741077 5.775787 0.01 -0.04 -0.08
H 2.462349 -12.209584 5.707163 0.03 0.04 -0.07
H 2.740726 -13.413046 3.560774 0.00 0.09 0.00
H 3.186850 -12.146512 1.479921 -0.02 0.05 0.08
H 3.346868 -9.675839 1.544043 0.00 -0.04 0.07
C -4.513231 -7.716791 2.236954 0.06 0.05 -0.03
C -3.347813 -8.148128 2.862994 0.01 0.04 -0.05
C -2.149076 -7.476758 2.642344 -0.11 0.06 -0.06
C -2.117520 -6.367326 1.802692 -0.08 0.00 -0.03
C -3.283666 -5.933720 1.179557 -0.03 -0.08 0.08
C -4.480839 -6.610676 1.392938 0.08 -0.03 0.08
H -5.447031 -8.242513 2.406537 0.08 0.04 -0.01
H -3.373647 -9.009082 3.523046 0.00 0.07 -0.07
H -1.239165 -7.817383 3.125474 -0.06 0.03 -0.03
H -1.184533 -5.841238 1.634596 -0.12 -0.03 0.02
H -3.259170 -5.067442 0.525974 0.01 -0.07 0.05
H -5.388868 -6.275687 0.902550 0.05 -0.02 0.05
C -4.503786 -7.233725 -3.319012 0.13 -0.01 -0.03
C -4.131749 -7.513783 -4.630304 0.04 0.02 0.04
C -2.787091 -7.660578 -4.956489 -0.01 0.01 0.10
C -1.814349 -7.536842 -3.968609 -0.11 0.01 0.01
C -2.186802 -7.260463 -2.656654 -0.03 0.01 -0.06
C -3.530754 -7.104576 -2.332235 -0.03 -0.01 -0.09
H -5.552208 -7.115993 -3.065588 0.08 -0.01 -0.02
H -4.890659 -7.616985 -5.399095 0.07 0.01 0.06
H -2.496847 -7.872360 -5.980098 -0.03 0.00 0.08
H -0.766102 -7.656110 -4.221867 -0.08 0.01 0.02
H -1.428398 -7.165624 -1.885909 -0.08 0.00 -0.04
H -3.819923 -6.883911 -1.310851 0.05 -0.06 -0.08

---

2.
17
Properties=species:S:1:pos:R:3:forces:R:3 method="wB97M-V/def2-TZVPD" relative_energy_ev=5.076 energy_ha=-346.83890 spin_multiplicity=1
C 2.648085 -0.625777 -0.275446 0.03 0.01 0.00
C 1.266142 -0.801489 0.315340 0.23 -0.07 0.15
O 0.319679 -0.131029 -0.536964 -0.18 -0.01 -0.03
C -0.946380 -0.348959 -0.202154 -0.04 -0.06 -0.28
C -1.534018 1.414294 0.969682 -0.07 0.26 0.01
C -1.972835 -0.268962 -1.216129 0.07 -0.08 0.04
O -3.109863 0.156967 -1.128074 0.18 0.00 -0.02
H 2.904512 0.434568 -0.353817 -0.03 -0.13 0.01
H 3.390058 -1.114578 0.363610 -0.11 0.07 -0.08
H 2.707232 -1.071759 -1.272705 -0.04 0.06 0.14
H 0.981855 -1.856688 0.394526 0.00 0.18 -0.05
H 1.199099 -0.355300 1.316437 0.03 -0.05 -0.13
H -1.312122 0.205725 0.906743 -0.06 0.04 0.22
H -2.398149 1.688133 0.368097 0.16 -0.09 0.10
H -1.778357 1.377122 2.033457 0.00 0.08 -0.05
H -0.650488 2.024713 0.778815 -0.10 -0.27 -0.01
H -1.637425 -0.841769 -2.108346 -0.06 0.05 0.00

---

Table of HOMO level (eV), in record order: -8.552 -8.304
Table of lowest unoccupied orbital energy (eV), in record order: -1.41 0.39
Table of HOMO-LUMO gap (eV), in record order: 7.1 8.7